*i*
Density functional theory data (wB97M-V/def2-TZVPD) for a 2-piece molecular cluster, C5H16N2O2 overall.

XYZ file:
```
25
C5H16N2O2 wB97M-V/def2-TZVPD
C -1.061 -0.544 2.562
N -1.395 0.252 1.377
C -0.364 0.324 0.294
C -1.246 0.832 -0.839
C -0.584 0.879 -2.162
N 0.238 -0.198 -2.713
C 1.040 0.940 0.356
O 1.893 -0.030 1.070
H -1.889 -0.668 3.251
H -0.834 -1.519 2.300
H -0.178 -0.137 2.995
H -1.582 1.167 1.718
H -0.153 -0.781 -0.060
H -2.274 0.375 -0.939
H -1.461 1.876 -0.653
H -1.342 1.157 -2.942
H 0.086 1.813 -2.178
H 0.781 -0.705 -1.950
H -0.290 -0.905 -3.232
H 1.325 0.904 -0.741
H 1.135 1.995 0.764
H 1.616 -0.025 2.022
H 1.781 -2.191 0.553
H 2.864 -2.316 -0.475
O 1.894 -2.497 -0.377
```

The value obtained for the LUMO energy is 0.63 eV. Its structure (SMILES) is CN[C@H](CO)CCN.O. As for the frontier orbital gap: 9.52 eV.

=====

*ii*
Density functional theory data (wB97M-V/def2-TZVPD) for C5H16N2O2 as an isolated structure.

XYZ file:
```
25
C5H16N2O2 wB97M-V/def2-TZVPD
C 1.408 -0.335 0.982
C 0.992 1.864 -0.189
C 2.553 -0.693 0.038
N 0.452 0.623 0.370
O 0.694 -1.465 1.381
H 0.350 -1.884 0.568
H -0.105 0.110 -0.361
H 1.795 0.134 1.893
H 1.646 2.344 0.540
H 0.156 2.529 -0.402
H 1.543 1.692 -1.116
H 3.176 0.170 -0.194
H 3.176 -1.448 0.514
H 2.158 -1.106 -0.890
C -1.751 -1.076 -0.857
C -2.435 0.632 -0.088
N -1.977 0.989 1.138
O -0.460 -1.631 -1.294
H -0.268 -1.295 -2.176
H -2.374 0.389 1.857
H -0.611 0.850 1.026
H -2.473 -1.270 -1.661
H -2.039 -1.729 -0.030
H -2.138 1.318 -0.881
H -3.467 0.287 -0.169
```

The value obtained for the LUMO energy is 0.62 eV. As for the frontier orbital gap: 7.70 eV.

=====

Last place for stability: *ii*

=====

*i*
Density functional theory data (wB97M-V/def2-TZVPD) for a 3-piece molecular cluster, C5H16N2O2 overall.

XYZ file:
```
25
C5H16N2O2 wB97M-V/def2-TZVPD
N 0.556 0.178 0.366
C 1.018 1.045 -0.725
C 0.312 2.400 -0.349
C -1.011 1.979 0.438
C -0.842 0.453 0.717
C -1.842 -0.332 -0.115
N -1.892 -1.729 0.342
H 1.084 0.616 1.117
H 2.088 1.090 -0.879
H 0.639 0.813 -1.722
H -0.015 2.937 -1.230
H 1.053 2.994 0.199
H -0.965 2.486 1.398
H -1.849 2.367 -0.120
H -0.840 0.046 1.748
H -2.817 0.063 -0.328
H -1.307 -0.314 -1.123
H -1.150 -1.948 0.994
H -1.703 -2.307 -0.469
H 1.576 -2.972 -1.406
H 1.141 -1.716 -0.685
O 0.939 -2.260 -1.461
H 2.400 -2.553 0.924
H 1.407 -1.451 0.861
O 2.021 -1.886 1.508
```

The value obtained for the LUMO energy is 0.65 eV. Its structure (SMILES) is NC[C@@H]1CCCN1.O.O. As for the frontier orbital gap: 9.80 eV.

=====

*ii*
Density functional theory data (wB97M-V/def2-TZVPD) for a 3-piece molecular cluster, C5H16N2O2 overall.

XYZ file:
```
25
C5H16N2O2 wB97M-V/def2-TZVPD
C -1.899 -1.326 -0.894
C -1.456 -1.012 0.631
C -0.052 -0.463 0.512
C 0.378 0.792 0.602
N 1.643 1.367 0.320
C 2.544 0.455 -0.375
N -2.401 -0.255 -1.739
H -1.000 -1.865 -1.206
H -2.666 -2.036 -0.780
H -2.219 -0.430 1.213
H -1.312 -1.898 1.280
H 0.589 -1.299 0.164
H -0.239 1.573 1.057
H 1.981 1.894 1.128
H 2.760 -0.554 -0.110
H 2.194 0.327 -1.410
H 3.521 0.991 -0.478
H -1.608 0.050 -2.319
H -2.460 0.636 -1.241
H -0.478 1.858 -2.400
H 0.471 2.353 -1.222
O -0.396 2.438 -1.644
H 0.719 -1.184 2.624
H 2.093 -1.802 2.732
O 1.159 -2.043 2.635
```

The value obtained for the LUMO energy is 0.54 eV. Its structure (SMILES) is CN/C=C/CCN.O.O. As for the frontier orbital gap: 9.06 eV.

=====

Last place for stability: *ii*

=====

*i*
Density functional theory data (wB97M-V/def2-TZVPD) for a 13-piece molecular cluster, H26O13 overall.

XYZ file:
```
39
H26O13 wB97M-V/def2-TZVPD
O -1.969 0.317 -3.016
H -2.480 0.952 -3.526
H -1.168 0.811 -2.740
O 1.049 2.332 1.862
H 1.716 1.984 2.469
H 0.944 3.256 2.119
O 0.644 1.398 -3.019
H 0.375 2.086 -2.383
H 1.391 0.976 -2.587
O -0.695 0.472 3.079
H -0.448 0.646 3.993
H -0.285 1.207 2.575
O 1.217 -2.073 -2.319
H 1.761 -1.502 -2.875
H 0.499 -1.494 -2.008
O 2.625 -1.459 0.150
H 2.080 -1.599 -0.652
H 1.975 -1.480 0.866
O 0.442 -1.630 2.211
H 1.298 -1.677 2.657
H -0.071 -0.979 2.719
O 2.237 1.357 -0.494
H 1.554 1.469 0.172
H 2.310 0.393 -0.587
O -0.812 -4.092 2.078
H -0.494 -3.176 1.945
H -0.070 -4.651 1.829
O -0.347 3.188 -1.121
H -0.859 2.563 -0.579
H -0.009 3.828 -0.488
O -2.629 -1.681 -0.943
H -2.823 -2.451 -1.487
H -2.258 -1.027 -1.559
O -0.198 -0.323 -0.459
H -0.181 -1.021 0.208
H -0.579 0.445 -0.007
O -1.689 1.197 0.580
H -2.321 0.800 -0.037
H -1.731 0.642 1.375
```

The value obtained for the LUMO energy is -0.77 eV. As for the frontier orbital gap: 9.65 eV.

=====

*ii*
Density functional theory data (wB97M-V/def2-TZVPD) for a 13-piece molecular cluster, H26O13 overall.

XYZ file:
```
39
H26O13 wB97M-V/def2-TZVPD
H -1.002 0.352 1.200
H 0.221 0.108 0.332
H -1.872 6.284 -0.644
H -1.463 4.936 -0.073
H 0.883 -3.887 0.797
H -0.088 -5.048 0.659
H 2.617 -2.311 0.736
H 2.140 -2.776 -0.631
H -1.398 -2.914 0.167
H -1.866 -1.469 0.139
H -4.305 -0.548 2.517
H -3.135 0.423 2.505
H -5.253 1.710 -1.001
H -3.796 2.139 -0.940
H 0.127 -1.786 -1.575
H -0.070 -2.793 -2.697
H 4.020 0.174 -2.552
H 2.526 -0.103 -2.589
H 4.165 3.181 0.935
H 2.823 2.921 1.600
H 2.367 1.500 -1.514
H 3.782 1.255 -1.015
H 4.280 -0.144 2.801
H 3.572 0.234 1.511
H -4.476 -1.710 -0.791
H -4.289 -1.034 0.558
O -0.446 0.773 0.535
O -1.876 5.341 -0.844
O -0.046 -4.119 0.913
O 2.521 -2.016 -0.176
O -1.341 -2.107 -0.356
O -4.095 0.391 2.587
O -4.373 1.455 -1.299
O -0.021 -2.725 -1.737
O 3.281 -0.084 -1.990
O 3.237 3.014 0.734
O 2.947 1.663 -0.761
O 3.882 0.606 2.344
O -4.181 -0.886 -0.389
```

The value obtained for the LUMO energy is 0.00 eV. As for the frontier orbital gap: 8.41 eV.

=====

Last place for stability: *ii*

=====

*i*
Density functional theory data (wB97M-V/def2-TZVPD) for a 13-piece molecular cluster, H26O13 overall.

XYZ file:
```
39
H26O13 wB97M-V/def2-TZVPD
O 1.814 28.670 6.203
H 2.084 29.324 5.543
H 1.966 29.112 7.061
O 4.273 28.692 8.698
H 4.512 28.467 9.604
H 3.655 29.434 8.776
O 3.584 28.415 2.587
H 2.754 28.656 2.139
H 3.644 29.029 3.330
O 3.116 26.228 6.860
H 3.301 25.938 5.960
H 2.575 27.041 6.754
O 0.226 28.419 9.795
H 0.177 28.756 10.694
H 1.010 27.846 9.785
O 3.840 30.507 4.505
H 4.345 31.324 4.612
H 4.232 29.896 5.153
O 2.484 30.822 8.125
H 2.395 31.331 8.937
H 2.123 31.411 7.414
O 0.817 29.242 1.923
H 0.139 28.579 1.760
H 0.662 29.534 2.846
O -0.816 29.565 7.513
H -0.309 28.833 7.891
H -1.295 29.926 8.261
O 1.901 32.119 5.860
H 2.083 33.064 5.795
H 2.506 31.697 5.219
O -0.177 29.644 4.515
H -0.037 29.587 5.474
H -1.099 29.908 4.424
O 2.296 26.327 9.664
H 2.767 25.544 9.961
H 2.644 26.504 8.770
O 0.821 26.694 4.335
H 0.219 27.234 3.819
H 1.183 27.310 4.988
```

The value obtained for the LUMO energy is -0.24 eV. As for the frontier orbital gap: 9.95 eV.

=====

*ii*
Density functional theory data (wB97M-V/def2-TZVPD) for a 13-piece molecular cluster, H26O13 overall.

XYZ file:
```
39
H26O13 wB97M-V/def2-TZVPD
H 0.302 -0.148 -0.193
H 0.428 -0.585 -1.643
H 1.389 -3.533 3.631
H 0.242 -3.501 2.633
H -0.582 5.099 -1.016
H -0.355 3.744 -0.365
H -1.461 -2.082 2.949
H -2.153 -0.991 2.148
H -0.121 -0.523 1.803
H -0.348 -1.905 1.212
H 3.848 -0.244 0.143
H 4.755 -0.610 1.306
H -2.513 2.893 -2.853
H -1.367 1.967 -3.225
H 0.345 -4.875 -1.165
H 1.090 -4.316 -2.366
H -2.655 0.129 -3.517
H -4.041 0.586 -3.092
H 1.721 2.099 -1.181
H 0.452 2.094 -0.344
H 3.722 1.782 2.450
H 2.566 0.906 1.995
H -0.741 -1.123 -3.470
H -1.685 -2.312 -3.405
H -1.939 1.049 1.593
H -1.895 2.566 1.680
O 0.059 0.112 -1.089
O 0.750 -2.935 3.226
O -0.339 4.690 -0.178
O -2.331 -1.795 2.650
O 0.333 -1.234 1.336
O 4.774 -0.255 0.410
O -1.884 2.270 -2.471
O 1.212 -4.554 -1.440
O -3.141 0.907 -3.219
O 1.167 1.522 -0.643
O 3.070 1.153 2.779
O -1.553 -1.426 -3.049
O -1.990 1.776 2.224
```

The value obtained for the LUMO energy is -0.32 eV. As for the frontier orbital gap: 7.92 eV.

=====

*iii*
Density functional theory data (wB97M-V/def2-TZVPD) for a 13-piece molecular cluster, H26O13 overall.

XYZ file:
```
39
H26O13 wB97M-V/def2-TZVPD
O -2.060 -0.775 -3.641
H -2.966 -0.988 -3.982
H -2.038 -0.477 -2.775
O -0.516 -2.389 -1.803
H 0.002 -1.876 -1.193
H -0.466 -3.305 -1.621
O 0.308 2.526 -1.173
H -0.201 2.699 -1.929
H 0.906 1.918 -1.571
O -1.828 0.527 -1.318
H -2.088 1.365 -1.732
H -2.493 0.441 -0.603
O -3.300 -2.264 -1.096
H -3.009 -2.904 -0.452
H -2.487 -2.072 -1.552
O 1.819 -2.984 1.103
H 1.532 -2.308 0.478
H 2.713 -3.239 0.863
O 2.478 1.516 0.462
H 2.505 1.232 -0.457
H 3.067 0.939 0.845
O 3.221 -1.347 -1.103
H 2.351 -0.986 -1.005
H 3.536 -1.224 -0.239
O 0.601 -0.598 0.043
H -0.230 -0.459 -0.438
H 0.539 -0.007 0.767
O 0.211 0.640 2.933
H 0.280 0.002 3.630
H 0.870 1.340 3.107
O -2.017 -0.596 1.930
H -1.695 -1.368 2.411
H -1.328 0.053 2.108
O -1.576 2.280 1.145
H -1.165 2.984 1.625
H -0.833 2.119 0.571
O 1.444 3.249 2.083
H 1.602 2.704 1.316
H 2.310 3.630 2.265
```

The value obtained for the LUMO energy is -0.26 eV. As for the frontier orbital gap: 10.35 eV.

=====

*iv*
Density functional theory data (wB97M-V/def2-TZVPD) for a 13-piece molecular cluster, H26O13 overall.

XYZ file:
```
39
H26O13 wB97M-V/def2-TZVPD
O 2.575 1.755 1.350
H 2.142 1.908 2.163
H 2.218 1.017 0.928
O 2.499 -1.181 1.244
H 3.426 -1.277 1.248
H 2.134 -2.065 1.413
O 3.080 -0.337 -1.244
H 3.037 -0.853 -0.435
H 3.434 -0.974 -1.918
O -1.971 1.511 1.962
H -1.097 1.264 2.353
H -1.848 2.426 1.760
O 1.261 -3.522 0.874
H 1.531 -4.209 1.510
H 0.481 -3.011 1.183
O -0.276 -0.216 -2.665
H -0.008 -0.141 -1.771
H 0.529 0.076 -3.031
O -2.541 0.083 -0.142
H -2.590 0.772 0.559
H -2.701 -0.731 0.349
O -2.509 3.183 -0.507
H -1.610 3.037 -0.563
H -2.907 2.522 -1.062
O 1.322 -2.372 -1.555
H 1.396 -2.887 -0.752
H 1.954 -1.685 -1.477
O 0.488 3.124 -0.191
H 0.368 2.212 -0.108
H 0.633 3.339 -1.133
O -0.962 -2.108 1.825
H -0.732 -1.735 2.717
H -1.856 -2.415 1.794
O 0.050 0.469 0.029
H 0.520 -0.184 0.514
H -0.927 0.236 -0.052
O -3.330 1.307 -2.460
H -4.156 1.021 -2.845
H -3.073 0.630 -1.853
```

The value obtained for the LUMO energy is -0.74 eV. As for the frontier orbital gap: 9.26 eV.

=====

Last place for stability: *ii*